(1)
Computed, not measured: C4H10N2O in the gas phase, with ωB97M-V/def2-TZVPD.

Values from the calculation:
- Energy above the lowest of the compared OMol25 structures with the same formula, charge and spin: 2.841 eV
- SMILES: COC[C@]1(N)CN1
- DFT total energy: -9336.14683 eV
- M: 102.1 g mol⁻¹

Structure (ORCA input):
```
! wB97M-V def2-TZVPD RIJCOSX def2/J DEFGRID3
* xyz 0 1
O 1.4439 -0.6988 -0.7916
N -2.0261 -0.6093 -0.4305
N -0.8884 1.4228 0.3855
C -0.8029 0.0973 -0.1607
C 0.2743 -0.0482 -1.2309
C -1.1732 -1.1016 0.6404
C 2.1897 0.0167 0.1590
H 2.4088 1.0339 -0.1904
H -1.4807 -0.9680 1.6727
H -2.8620 -0.1270 -0.1167
H 0.5098 0.9498 -1.6279
H 3.1237 -0.5273 0.2897
H -0.1189 -0.6746 -2.0327
H 1.6746 0.0714 1.1261
H 0.0022 1.7305 0.7573
H -0.6906 -2.0452 0.4286
H -1.5840 1.4778 1.1220
*
```



(2)
Computed, not measured: 2 unconnected molecules or ions with the total composition C5H14N3, with ωB97M-V/def2-TZVPD.

Values from the calculation:
- Energy above the lowest of the compared OMol25 structures with the same formula, charge and spin: 1.871 eV
- DFT total energy: -9875.29509 eV
- M: 116.2 g mol⁻¹

Structure (ORCA input):
```
! wB97M-V def2-TZVPD RIJCOSX def2/J DEFGRID3
* xyz 1 1
N 0.7963 -1.0447 -1.2366
N 1.1983 -1.6471 1.0146
N -1.2969 1.9640 1.3250
C 1.4669 -1.5987 -0.2677
C 1.0801 -1.2677 -2.6572
C -0.9758 0.6967 0.8585
C -0.5807 3.0815 0.6851
C -1.8557 -0.2789 0.5872
H -2.3010 2.0794 1.2045
H 1.2482 -0.2959 -3.1146
H 0.2609 -1.8014 -3.1305
H 0.0833 0.5034 0.7883
H 0.0198 -0.4116 -1.0470
H -2.9145 -0.0731 0.6104
H 2.3879 -2.0937 -0.5628
H -0.6033 3.9393 1.3533
H 0.3131 -1.4912 1.4744
H 1.9756 -1.8781 -2.7583
H 1.8315 -2.1254 1.6394
H -1.5702 -1.2371 0.1881
H 0.4716 2.8111 0.6047
H -1.0257 3.3372 -0.2743
*
```



(3)
Computed, not measured: 6 unconnected molecules or ions with the total composition C6H26N2O5 at a distorted geometry, with ωB97M-V/def2-TZVPD.

Values from the calculation:
- Energy above the lowest of the compared OMol25 structures with the same formula, charge and spin: 2.820 eV
- SMILES: CN[C@H](CN)C(C)C.O.O.O.O.O
- DFT total energy: -19859.66341 eV
- M: 206.3 g mol⁻¹

Structure (ORCA input):
```
! wB97M-V def2-TZVPD RIJCOSX def2/J DEFGRID3
* xyz 0 1
O -2.2473 1.6549 -2.5360
O 0.8717 -2.0475 -3.4979
O -2.1803 1.7613 0.1016
O 0.8954 -0.6377 4.3006
O -0.0792 0.6296 -3.7929
N -0.1264 0.9364 1.8732
N 1.9709 0.9770 -0.8479
C 0.9687 -2.4780 0.7218
C -1.3466 -1.5489 0.3291
C 0.7668 0.2897 -0.4245
C 0.5478 -0.0567 1.0558
C -0.0796 -1.3940 1.1542
C 0.5701 2.1697 2.0577
H 1.9450 1.8101 -1.4537
H -2.1150 -2.2937 0.7928
H -3.1334 1.4410 -2.8608
H 0.0660 -0.2563 -3.7425
H 0.5785 -0.6319 -1.0002
H 0.7218 1.0766 -3.4468
H 1.6100 -0.1252 1.6074
H -1.1159 1.0746 1.7550
H -1.1970 -1.9023 -0.6520
H 2.6806 1.0855 -0.1412
H 0.5729 -0.0208 3.6651
H -2.8340 2.4354 0.1642
H -0.1807 2.9323 2.4963
H -0.0205 1.0216 -0.8676
H 1.3448 -2.2623 -0.3350
H -1.8367 -0.5245 0.3071
H 1.9208 -2.3673 1.3457
H 0.5433 -2.9706 -3.1579
H -0.4641 -1.5558 2.1853
H -2.1768 1.5622 -0.7831
H -1.6260 1.3911 -3.1939
H 0.8410 -1.6096 -2.6200
H 0.5328 -3.4691 0.8942
H 1.0240 2.4267 0.9907
H 0.2421 -0.7699 4.9126
H 1.5444 2.2462 2.6433
*
```



(4)
Computed, not measured: 10 unconnected molecules or ions with the total composition C60H140O30 at a distorted geometry, with ωB97M-V/def2-TZVPD.

Values from the calculation:
- Energy above the lowest of the compared OMol25 structures with the same formula, charge and spin: 4.911 eV
- SMILES: COCCOCCOC.COCCOCCOC.COCCOCCOC.COCCOCCOC.COCCOCCOC.COCCOCCOC.COCCOCCOC.COCCOCCOC.COCCOCCOC.COCCOCCOC
- DFT total energy: -125891.13983 eV
- M: 1341.8 g mol⁻¹

Structure (ORCA input):
```
! wB97M-V def2-TZVPD RIJCOSX def2/J DEFGRID3
* xyz 0 1
O 7.9542 0.7522 -2.5096
O 4.8971 -2.7148 -5.3636
O -1.8389 0.9944 6.9673
O 4.0804 -4.1935 6.6608
O 1.0003 3.4589 10.3146
O -1.9756 -3.5756 -4.5326
O -2.1817 -5.0617 -0.3231
O -4.1175 11.0177 1.5836
O 1.6018 -0.8261 -2.5161
O 3.2575 -4.0057 3.6722
O 2.1233 5.9026 8.7145
O -0.0403 2.6788 2.0939
O -1.8155 -7.9155 -1.3899
O -2.0893 -5.3672 -7.0930
O -4.3341 -1.3726 0.6801
O -2.7966 -7.6565 -8.8661
O -3.9794 1.4729 1.0524
O -5.0479 -1.8169 -2.1561
O 0.9757 1.3456 -0.1822
O 5.6056 -0.3857 -4.0733
O -4.0967 3.3675 5.6938
O 2.5844 5.6067 5.9236
O -1.7815 8.4996 0.8060
O 4.1722 0.6855 -8.0971
O -1.9682 7.1225 3.7024
O 0.5726 -1.5639 4.0319
O -5.0757 4.5205 2.8546
O 1.0782 -1.4480 -7.3780
O 1.2259 -5.0188 0.8790
O 2.6363 -1.3334 -9.7678
C 1.3277 5.0797 7.8921
C 4.6762 -0.3772 -8.9350
C 4.8360 -4.0195 -5.7931
C -5.7345 4.3035 4.1098
C 2.4489 5.4387 9.9750
C -3.5840 -7.1274 -7.8180
C -3.2814 -5.5873 -7.7802
C -1.8169 -3.9696 -7.0318
C 1.2754 5.5868 6.4063
C -2.0979 -5.4090 -1.6966
C 1.3831 2.6032 1.8598
C -3.4975 -1.3808 -0.4294
C -4.5008 12.2605 0.9917
C 3.6184 -5.2256 7.4977
C 1.3677 -2.5870 3.4009
C 0.5840 1.3865 -1.5618
C 2.2209 -3.3507 4.3983
C 1.5158 2.5419 0.3259
C -3.8280 -0.8374 1.8667
C -0.7590 0.2882 6.4527
C 2.4122 -1.4114 -1.4178
C 3.7693 -1.5788 -8.9783
C -2.1076 -9.2308 -1.9540
C -5.2927 3.1265 4.9386
C -5.3379 5.7952 2.2966
C -0.4546 3.0781 3.3689
C -3.7293 2.4611 6.7308
C -5.6298 -2.8363 -3.0351
C -2.3682 5.9176 4.3906
C -2.7573 -9.0537 -8.8424
C 2.3136 -5.9704 1.0124
C -1.0769 -4.5072 0.3452
C 2.6680 6.1330 4.6248
C -2.5737 -6.8433 -1.9092
C 0.5762 -1.6013 -8.7012
C 0.6737 -0.2615 -6.7920
C 5.0747 1.7087 -7.8500
C 0.0855 -0.7020 2.9970
C -3.8721 -2.2268 -1.5518
C -1.0046 6.9050 2.6931
C -0.6414 -3.1051 -4.3814
C 7.3638 -0.5603 -2.4510
C 4.8438 -4.6510 5.5253
C -3.0868 0.5235 1.6821
C 0.4381 -0.0621 -2.2140
C -3.3334 10.3291 0.7010
C 8.3669 1.0248 -3.8365
C 0.0743 2.6990 11.0987
C 4.2719 -0.6915 -4.6024
C 1.3056 4.8084 10.7933
C -3.3431 2.6268 0.5197
C 3.8430 -2.1927 -4.6397
C -1.5699 7.1455 1.2654
C 0.0274 -5.5464 0.5196
C 5.8051 -0.4955 -2.6383
C 1.5528 -2.2299 -9.7306
C -2.4895 -3.2439 -5.8252
C 3.9764 -5.0807 4.3155
C -2.6634 9.2432 1.4892
C -2.7925 1.4550 6.0691
H -4.1609 3.2028 0.0867
H 3.7033 6.4170 4.4359
H 0.9404 -0.0755 2.7426
H 2.8864 6.2450 10.5637
H 4.2367 -0.2102 -5.5798
H -0.3618 1.8923 -1.7558
H -3.0755 -2.1522 -2.2920
H -2.5569 10.9430 0.2446
H -4.7572 6.5761 2.7876
H 3.2496 4.7061 9.8727
H -2.8539 -4.7592 -2.1374
H -3.2410 2.9684 7.5628
H -3.7939 -9.3905 -8.8502
H -2.4116 -9.4799 -7.9006
H 3.3096 -5.5297 1.0564
H -3.1512 -9.5081 -1.8052
H -0.6851 -3.6756 -0.2405
H -2.4242 -2.1645 -5.9621
H -0.6344 -2.1135 -4.8339
H -2.9963 3.2916 1.3109
H -6.7634 4.1333 3.7927
H -0.6002 0.1046 3.2566
H 1.2798 1.8414 -2.2669
H -6.3988 6.0326 2.3753
H -1.1614 -5.2169 -2.2202
H 2.8712 -0.7325 -0.6991
H 1.9332 -3.2348 -9.5477
H -5.0464 2.2887 4.2863
H -3.3075 0.5271 5.8202
H -1.1203 -0.6566 6.0467
H 3.4044 -1.8314 -7.9827
H 1.7476 3.5234 2.3165
H -2.9238 0.8933 2.6945
H 4.8692 0.0046 -9.9376
H -5.2118 12.6840 1.7011
H -3.7935 9.9254 -0.2009
H -2.2569 -9.4657 -9.7187
H 0.9771 0.6013 -7.3850
H -0.1356 0.8892 5.7907
H -0.8956 3.1898 11.0175
H 2.2287 -6.7342 1.7854
H -2.1665 9.4889 2.4278
H 2.0102 6.9589 4.3539
H 2.0846 -2.1736 2.6916
H -2.4758 -6.9404 -2.9904
H -3.5116 -7.6311 -6.8540
H 2.2717 -6.4036 0.0131
H -3.5669 -3.3645 -5.9376
H -1.9654 -3.4344 -7.9698
H -4.6390 -7.1443 -8.0915
H -5.4551 5.1184 4.7775
H -3.2040 -5.2212 -8.8040
H -4.0965 -5.0051 -7.3504
H 0.0950 3.8883 3.8481
H -0.1961 -1.2206 2.0806
H 4.4999 -5.6171 3.5241
H -0.7490 -3.7566 -6.9830
H -0.4744 5.9527 2.6782
H 3.9523 -4.2078 -6.4028
H 0.9736 -2.2397 -10.6539
H 0.9138 3.3920 0.0052
H 4.8439 -4.7984 -5.0307
H 4.3370 -2.4457 -9.3164
H 5.7230 -4.2481 -6.3840
H 5.4591 -1.4662 -2.2832
H -3.9778 -3.2687 -1.2495
H 4.4334 -5.9417 7.6028
H 5.5879 -5.4206 5.7308
H 1.4930 4.7902 11.8670
H 0.9015 6.6104 6.4273
H -1.8750 -9.2963 -3.0169
H -1.6043 5.6155 5.1071
H -1.3705 -4.1162 1.3193
H -4.6267 -0.7819 2.6064
H -0.0599 -3.8609 -4.9093
H -0.2634 -6.3213 1.2289
H -6.5740 -2.4655 -3.4339
H -5.0666 -2.9108 -3.9654
H 2.6189 -2.6649 5.1463
H 2.3261 5.3115 3.9953
H 0.3727 2.6159 12.1438
H -1.5862 -10.1026 -1.5589
H 4.7765 2.1940 -6.9207
H -0.4014 -0.3674 -6.6470
H -0.2619 7.6841 2.8645
H -3.5210 8.6711 1.8432
H 1.7557 -2.0709 -0.8502
H 6.0378 1.2803 -7.5726
H 8.6965 2.0628 -3.8823
H 7.8378 -1.3686 -3.0078
H 0.6915 -3.2631 2.8778
H 0.3988 5.4060 10.6997
H 3.1808 -5.7805 4.5714
H 1.6507 -4.1223 4.9156
H -3.3614 -0.3445 -0.7387
H -2.3037 1.9975 5.2598
H 0.7864 4.9264 5.6901
H 9.0837 0.2866 -4.1962
H -0.8002 6.7907 0.5800
H 3.9559 -2.6144 -3.6409
H 0.3396 4.9920 8.3438
H 0.1699 -6.0424 -0.4405
H 1.9761 1.8276 2.3444
H 1.0766 -0.1960 -5.7813
H 1.7588 4.0804 7.8319
H -1.5035 3.3692 3.4252
H 2.8586 -2.3579 -5.0776
H -0.3369 2.2403 4.0563
H -4.9986 5.8383 1.2616
H 2.5743 2.6159 0.0763
H 3.5255 -0.1139 -4.0570
H 3.2522 -2.0510 -1.6888
H -3.1258 -1.5283 2.3333
H -5.8997 -3.8069 -2.6188
H -2.6976 5.0905 3.7617
H -0.2961 -0.5966 -1.6112
H 0.2270 -0.6941 -9.1942
H -2.1197 0.3666 1.2044
H -2.4053 6.4582 1.1322
H -3.6404 -6.9978 -1.7466
H -0.2537 -2.2912 -8.5477
H 0.1510 0.0396 -3.2606
H 5.4494 -3.7981 5.2193
H -2.5304 -1.7056 -0.0455
H -6.0452 2.9497 5.7072
H -0.0587 1.7337 10.6101
H 7.6505 -0.9281 -1.4658
H 2.8692 -5.8156 6.9698
H 7.6553 1.0079 -4.6620
H -0.0448 0.1612 7.2663
H -5.0232 12.1231 0.0450
H 5.2861 2.4225 -8.6462
H -3.6943 12.9829 0.8658
H 5.5131 -0.8161 -8.3918
H -0.3364 -3.0642 -3.3357
H -3.2323 6.2807 4.9470
H -2.5519 2.4960 -0.2185
H 3.2605 -4.8884 8.4705
H -4.6825 2.0333 7.0414
H 5.2720 0.3074 -2.1292
*
```



Q: Which of these has the lowest M?
A: C4H10N2O



Q: What is the M in the fourth record?
A: 1341.8 g mol⁻¹



Q: The lowest energy above the lowest of the compared OMol25 structures with the same formula, charge and spin belongs to which entry?
A: C5H14N3



Q: Which value of energy above the lowest of the compared OMol25 structures with the same formula, charge and spin does entry 2 give?
A: 1.871 eV